[1]
The following is a DFT calculation (ωB97M-V/def2-TZVPD) of a single C4H3ClN2O molecule in a non-equilibrium geometry.

The geometry in ORCA input format:
```
! RIJCOSX wB97M-V def2-TZVPD def2/J DEFGRID3
* xyz 0 1
C -2.17 -1.02 -0.49
C -1.37 -0.02 0.03
C -4.32 1.05 -0.03
C 0.12 -0.06 0.00
N -1.92 1.17 0.13
N -3.21 1.39 0.23
O -5.47 0.99 -0.21
Cl -3.53 -1.66 0.15
H 0.49 -0.54 0.91
H 0.50 0.96 -0.03
H 0.48 -0.62 -0.85
*
```

Its energy relative to the best compared isomer or geometry (same formula, charge and spin) is 5.302 eV. The value obtained for the LUMO energy (alpha / beta) is -1.25 / -1.55 eV. For the electronic energy, the calculation gives -798.98228 Eh. Its HOMO-LUMO gap (alpha / beta) is 7.389 / 7.223 eV. As for the highest occupied orbital energy (alpha / beta): -8.6 / -8.8 eV. The calculation puts the maximum force at 2.0 eV/A.

Want to see where the charge sits? The Mulliken charges in e are: atom 1 (C): -0.3036, atom 2 (C): 0.8843, atom 3 (C): 0.5791, atom 4 (C): -1.1157, atom 5 (N): -0.3930, atom 6 (N): -0.0879, atom 7 (O): -0.4404, atom 8 (Cl): -0.0561, atom 9 (H): 0.2782, atom 10 (H): 0.3339, atom 11 (H): 0.3213

=====

[2]
The following is a DFT calculation (ωB97M-V/def2-TZVPD) of an isolated ion of composition C19H29N2O3 and charge +1.

The geometry in ORCA input format:
```
! RIJCOSX wB97M-V def2-TZVPD def2/J DEFGRID3
* xyz 1 1
C -0.58 2.48 -1.13
C -1.19 1.90 -2.41
C -2.66 1.50 -2.25
C -2.86 0.06 -1.77
C -2.33 -0.19 -0.39
C -2.95 0.40 0.70
C -2.50 0.22 2.00
C -1.36 -0.58 2.23
C -0.76 -1.21 1.15
C -1.23 -1.02 -0.14
N -0.60 -1.71 -1.21
C 0.65 -1.58 -1.62
O 1.14 -2.18 -2.57
C 1.58 -0.58 -0.89
N 2.83 -0.61 -1.66
C 3.16 0.66 -2.35
C 3.63 1.72 -1.37
C 4.84 1.22 -0.60
C 4.49 -0.09 0.11
C 4.00 -1.12 -0.91
O -0.83 -0.75 3.47
C -1.35 0.14 4.44
C -2.86 0.27 4.29
O -3.18 0.80 3.02
H -0.63 1.76 -0.31
H 0.45 2.78 -1.30
H -1.14 3.36 -0.83
H -0.61 1.04 -2.75
H -1.12 2.67 -3.19
H -3.15 1.59 -3.22
H -3.14 2.19 -1.56
H -3.93 -0.15 -1.77
H -2.40 -0.62 -2.49
H -3.82 1.02 0.56
H 0.06 -1.88 1.36
H -1.17 -2.36 -1.74
H 1.12 0.41 -0.89
H 1.73 -0.89 0.14
H 2.56 -1.35 -2.39
H 3.95 0.45 -3.08
H 2.27 0.99 -2.90
H 2.83 1.97 -0.67
H 3.88 2.62 -1.92
H 5.68 1.05 -1.28
H 5.15 1.96 0.14
H 3.73 0.09 0.87
H 5.37 -0.50 0.62
H 4.80 -1.32 -1.63
H 3.73 -2.06 -0.43
H -1.08 -0.28 5.41
H -0.88 1.12 4.32
H -3.27 0.97 5.03
H -3.33 -0.71 4.41
*
```

Its energy relative to the best compared isomer or geometry (same formula, charge and spin) is 0.390 eV. The value obtained for the LUMO energy is -2.09 eV. For the electronic energy, the calculation gives -1076.43254 Eh. Its HOMO-LUMO gap is 8.960 eV. As for the highest occupied orbital energy: -11.0 eV. The SMILES is CCCCc1cc2c(cc1NC(=O)C[NH+]1CCCCC1)OCCO2. The calculation puts the maximum force at 1.0 eV/A.

Want to see where the charge sits? The Mulliken charges in e are: atom 1 (C): -0.9794, atom 2 (C): -0.2467, atom 3 (C): -0.9194, atom 4 (C): -1.2304, atom 5 (C): 0.1263, atom 6 (C): -0.4393, atom 7 (C): 0.2675, atom 8 (C): 0.2025, atom 9 (C): -0.3937, atom 10 (C): 0.0065, atom 11 (N): -0.0487, atom 12 (C): 0.7976, atom 13 (O): -0.7392, atom 14 (C): -1.0693, atom 15 (N): 0.2468, atom 16 (C): -0.7427, atom 17 (C): -0.2693, atom 18 (C): -0.9015, atom 19 (C): -0.3774, atom 20 (C): -0.8014, atom 21 (O): -0.4726, atom 22 (C): -0.4427, atom 23 (C): -0.4846, atom 24 (O): -0.4587, atom 25 (H): 0.0406, atom 26 (H): 0.2788, atom 27 (H): 0.4713, atom 28 (H): 0.0747, atom 29 (H): 0.4904, atom 30 (H): 0.4319, atom 31 (H): 0.4484, atom 32 (H): 0.4414, atom 33 (H): 0.3400, atom 34 (H): 0.5471, atom 35 (H): 0.7625, atom 36 (H): 0.3557, atom 37 (H): -0.0818, atom 38 (H): 0.2988, atom 39 (H): 0.4288, atom 40 (H): 0.5105, atom 41 (H): 0.3815, atom 42 (H): 0.1944, atom 43 (H): 0.4165, atom 44 (H): 0.3351, atom 45 (H): 0.3866, atom 46 (H): 0.2413, atom 47 (H): 0.3954, atom 48 (H): 0.4813, atom 49 (H): 0.4063, atom 50 (H): 0.3526, atom 51 (H): 0.2888, atom 52 (H): 0.3503, atom 53 (H): 0.3005

=====

[3]
The following is a DFT calculation (ωB97M-V/def2-TZVPD) of C26H16N6O4S2V as an isolated structure in a non-equilibrium geometry.

The geometry in ORCA input format:
```
! RIJCOSX wB97M-V def2-TZVPD def2/J DEFGRID3
* xyz 0 4
V 0.34 0.39 -0.24
O 2.14 3.51 1.42
C 1.32 2.47 1.15
O 1.52 1.72 0.17
C 0.19 2.16 1.95
C -0.33 2.88 3.03
C -1.48 2.42 3.64
C -2.05 1.23 3.18
C -1.47 0.56 2.12
N -0.39 1.01 1.47
C -1.96 -0.80 1.70
O -3.19 -0.83 1.15
O -1.32 -1.80 1.88
H 2.88 3.49 0.78
H 0.17 3.78 3.35
H -1.93 2.96 4.45
H -2.92 0.81 3.67
H -3.58 0.05 1.08
C -2.15 3.38 -1.92
C -3.14 2.63 -2.55
C -3.09 1.26 -2.45
C -2.05 0.66 -1.73
N -1.10 1.40 -1.10
C -1.17 2.73 -1.20
C -1.82 -0.76 -1.60
C -2.54 -1.79 -2.21
C -2.12 -3.10 -2.01
C -1.01 -3.35 -1.22
C -0.35 -2.28 -0.63
N -0.75 -1.01 -0.81
C 0.83 -2.34 0.22
C 1.41 -3.50 0.72
C 2.52 -3.41 1.53
C 3.03 -2.14 1.81
C 2.39 -1.03 1.30
N 1.31 -1.11 0.52
H -2.15 4.46 -1.99
H -3.94 3.11 -3.09
H -3.84 0.64 -2.93
H -0.40 3.29 -0.69
H -3.39 -1.57 -2.84
H -2.65 -3.91 -2.49
H -0.66 -4.36 -1.08
H 0.98 -4.46 0.47
H 2.99 -4.29 1.93
H 3.92 -2.02 2.41
H 2.77 -0.04 1.51
S 2.46 -2.57 -2.41
C 3.38 -1.22 -1.96
C 4.72 -1.43 -1.59
N 5.81 -1.62 -1.28
C 2.86 0.07 -1.89
S 1.28 0.44 -2.46
C 3.59 1.14 -1.37
N 4.13 2.06 -0.91
*
```

Its energy relative to the best compared isomer or geometry (same formula, charge and spin) is 1.504 eV. The value obtained for the LUMO energy (alpha / beta) is -1.12 / -1.56 eV. For the electronic energy, the calculation gives -3370.31676 Eh. Its HOMO-LUMO gap (alpha / beta) is 4.956 / 4.500 eV. As for the highest occupied orbital energy (alpha / beta): -6.1 / -6.1 eV. The calculation puts the maximum force at 4.3 eV/A.

Want to see where the charge sits? The Mulliken charges in e are: atom 1 (V): -1.2104, atom 2 (O): -0.6009, atom 3 (C): 0.2188, atom 4 (O): 0.0346, atom 5 (C): 0.2743, atom 6 (C): -1.0753, atom 7 (C): -0.6207, atom 8 (C): -0.5752, atom 9 (C): 0.2608, atom 10 (N): 0.8335, atom 11 (C): 0.3520, atom 12 (O): -0.4662, atom 13 (O): -0.4832, atom 14 (H): 0.3396, atom 15 (H): 0.5664, atom 16 (H): 0.4547, atom 17 (H): 0.5414, atom 18 (H): 0.4399, atom 19 (C): -1.1238, atom 20 (C): -0.5341, atom 21 (C): -1.0073, atom 22 (C): 0.4794, atom 23 (N): 0.4579, atom 24 (C): -0.0118, atom 25 (C): 0.5175, atom 26 (C): -0.5886, atom 27 (C): -1.4564, atom 28 (C): -0.8447, atom 29 (C): 0.5346, atom 30 (N): 1.3971, atom 31 (C): 0.6333, atom 32 (C): -1.0372, atom 33 (C): -0.8324, atom 34 (C): -1.0304, atom 35 (C): -0.1048, atom 36 (N): 1.1657, atom 37 (H): 0.4541, atom 38 (H): 0.4617, atom 39 (H): 0.4524, atom 40 (H): 0.4737, atom 41 (H): 0.5047, atom 42 (H): 0.4558, atom 43 (H): 0.5305, atom 44 (H): 0.4389, atom 45 (H): 0.4628, atom 46 (H): 0.4897, atom 47 (H): 0.2638, atom 48 (S): -0.2976, atom 49 (C): 0.5672, atom 50 (C): 0.0571, atom 51 (N): -0.5591, atom 52 (C): 0.3855, atom 53 (S): -0.4625, atom 54 (C): 0.1858, atom 55 (N): -0.7626

=====

[4]
The following is a DFT calculation (ωB97M-V/def2-TZVPD) of a 2-piece molecular cluster, C6H12N2 overall in a non-equilibrium geometry.

The geometry in ORCA input format:
```
! RIJCOSX wB97M-V def2-TZVPD def2/J DEFGRID3
* xyz 0 1
C 0.27 -1.44 2.87
C -0.27 -0.69 1.71
C -1.57 -0.46 1.41
N -1.55 0.55 0.32
C -0.24 0.94 0.27
N 0.52 0.31 1.08
H -0.30 -2.16 3.18
H 0.64 -0.70 3.70
H 1.37 -1.84 2.60
H -2.54 -0.86 1.54
H -2.36 0.89 -0.09
H 0.10 1.64 -0.50
C 1.45 -0.30 -3.03
C 0.88 1.10 -3.40
H 0.68 -1.14 -3.28
H 2.27 -0.68 -3.76
H 1.94 -0.42 -2.10
H 1.70 1.80 -3.28
H 0.24 1.35 -2.43
H 0.33 1.23 -4.38
*
```

Its energy relative to the best compared isomer or geometry (same formula, charge and spin) is 1.931 eV. The value obtained for the LUMO energy is 0.96 eV. For the electronic energy, the calculation gives -345.25690 Eh. Its HOMO-LUMO gap is 9.792 eV. As for the highest occupied orbital energy: -8.8 eV. The SMILES is Cc1c[nH]cn1.CC. The calculation puts the maximum force at 9.0 eV/A.

Want to see where the charge sits? The Mulliken charges in e are: atom 1 (C): -1.2026, atom 2 (C): 0.7042, atom 3 (C): -0.5570, atom 4 (N): -0.0519, atom 5 (C): -0.1934, atom 6 (N): -0.5601, atom 7 (H): 0.4294, atom 8 (H): 0.2266, atom 9 (H): 0.2692, atom 10 (H): 0.3494, atom 11 (H): 0.1461, atom 12 (H): 0.4836, atom 13 (C): -0.8911, atom 14 (C): -0.5237, atom 15 (H): 0.2407, atom 16 (H): 0.2882, atom 17 (H): 0.3288, atom 18 (H): 0.2369, atom 19 (H): -0.0414, atom 20 (H): 0.3180

=====

[5]
The following is a DFT calculation (ωB97M-V/def2-TZVPD) of a single C22H22N4O6 molecule in a non-equilibrium geometry.

The geometry in ORCA input format:
```
! RIJCOSX wB97M-V def2-TZVPD def2/J DEFGRID3
* xyz 0 1
C 1.44 -3.29 3.27
O 1.49 -2.98 1.88
C 1.95 -3.92 1.07
O 2.35 -5.00 1.41
C 1.93 -3.45 -0.39
N 0.94 -2.44 -0.64
C 1.17 -1.21 -1.14
O 2.40 -0.82 -1.46
C -0.03 -0.51 -1.29
N -0.03 0.71 -1.86
N -1.12 1.30 -2.04
C -1.54 2.27 -2.85
O -1.52 2.18 -4.07
C -2.33 3.36 -2.12
N -1.72 3.77 -0.88
C -2.25 3.51 0.33
O -3.32 2.98 0.51
C -1.37 4.03 1.47
O 0.01 3.88 1.20
C 0.56 2.63 1.28
C -0.15 1.47 1.58
C 0.54 0.27 1.70
C 1.91 0.22 1.49
C 2.61 1.37 1.14
C 4.09 1.30 0.90
C 1.93 2.56 1.05
C -1.07 -1.39 -0.81
C -2.44 -1.25 -0.66
C -3.15 -2.32 -0.13
C -2.50 -3.50 0.24
C -1.13 -3.65 0.11
C -0.43 -2.58 -0.41
H 2.27 -3.93 3.55
H 1.48 -2.34 3.80
H 0.50 -3.80 3.50
H 1.76 -4.33 -1.02
H 2.91 -3.04 -0.63
H 2.35 0.09 -1.79
H -3.33 2.98 -1.88
H -2.43 4.21 -2.80
H -0.79 4.17 -0.92
H -1.53 5.10 1.57
H -1.66 3.54 2.41
H -1.21 1.48 1.72
H 0.00 -0.63 1.94
H 2.43 -0.72 1.59
H 4.34 0.42 0.31
H 4.44 2.19 0.37
H 4.62 1.23 1.85
H 2.45 3.48 0.80
H -2.94 -0.34 -0.95
H -4.22 -2.24 -0.01
H -3.09 -4.31 0.64
H -0.64 -4.56 0.40
*
```

Its energy relative to the best compared isomer or geometry (same formula, charge and spin) is 0.000 eV. The value obtained for the LUMO energy is -0.17 eV. For the electronic energy, the calculation gives -1522.00858 Eh. Its HOMO-LUMO gap is 8.019 eV. As for the highest occupied orbital energy: -8.2 eV. The SMILES is COC(=O)Cn1c(O)c(/N=N/C(=O)CNC(=O)COc2cccc(C)c2)c2ccccc21. The calculation puts the maximum force at 3.2 eV/A.

Want to see where the charge sits? The Mulliken charges in e are: atom 1 (C): -0.9255, atom 2 (O): 0.0137, atom 3 (C): 0.5245, atom 4 (O): -0.6106, atom 5 (C): -0.6884, atom 6 (N): 0.3045, atom 7 (C): -0.3722, atom 8 (O): -0.6040, atom 9 (C): 1.0213, atom 10 (N): -0.3726, atom 11 (N): -0.0733, atom 12 (C): 0.3621, atom 13 (O): -0.6499, atom 14 (C): -0.5885, atom 15 (N): -0.1244, atom 16 (C): 0.6964, atom 17 (O): -0.6570, atom 18 (C): -0.6478, atom 19 (O): -0.5436, atom 20 (C): 0.6032, atom 21 (C): -0.3996, atom 22 (C): -0.6338, atom 23 (C): -0.4974, atom 24 (C): 0.6279, atom 25 (C): -1.5870, atom 26 (C): -0.7228, atom 27 (C): 0.8557, atom 28 (C): -0.1943, atom 29 (C): -0.7457, atom 30 (C): -0.7281, atom 31 (C): -0.8695, atom 32 (C): -0.1319, atom 33 (H): 0.3952, atom 34 (H): 0.2564, atom 35 (H): 0.2995, atom 36 (H): 0.3603, atom 37 (H): 0.3756, atom 38 (H): 0.4374, atom 39 (H): 0.2828, atom 40 (H): 0.3149, atom 41 (H): 0.2706, atom 42 (H): 0.3554, atom 43 (H): 0.3687, atom 44 (H): 0.3450, atom 45 (H): 0.4819, atom 46 (H): 0.5334, atom 47 (H): 0.3302, atom 48 (H): 0.3991, atom 49 (H): 0.3489, atom 50 (H): 0.4274, atom 51 (H): 0.4870, atom 52 (H): 0.4177, atom 53 (H): 0.4046, atom 54 (H): 0.4665

=====

[6]
The following is a DFT calculation (ωB97M-V/def2-TZVPD) of a single C5H6O molecule.

The geometry in ORCA input format:
```
! RIJCOSX wB97M-V def2-TZVPD def2/J DEFGRID3
* xyz 0 1
C -1.93 1.32 1.00
C -1.76 0.39 0.09
C -0.83 -0.35 -0.45
O -0.40 -1.12 -1.46
C 0.40 -1.03 -0.21
C 1.73 -0.35 -0.42
H -1.16 2.08 1.08
H -2.72 1.33 1.74
H 0.37 -1.90 0.43
H 2.18 -0.02 0.52
H 1.63 0.51 -1.08
H 2.41 -1.07 -0.89
*
```

Its energy relative to the best compared isomer or geometry (same formula, charge and spin) is 3.583 eV. The value obtained for the LUMO energy is 0.56 eV. For the electronic energy, the calculation gives -269.21456 Eh. Its HOMO-LUMO gap is 9.344 eV. As for the highest occupied orbital energy: -8.8 eV. The SMILES is C=C=C1O[C@H]1C. The calculation puts the maximum force at 0.7 eV/A.

Want to see where the charge sits? The Mulliken charges in e are: atom 1 (C): -0.5810, atom 2 (C): -0.2567, atom 3 (C): 0.3412, atom 4 (O): -0.4427, atom 5 (C): 0.2505, atom 6 (C): -1.0667, atom 7 (H): 0.2395, atom 8 (H): 0.2525, atom 9 (H): 0.3363, atom 10 (H): 0.3103, atom 11 (H): 0.3243, atom 12 (H): 0.2925

=====

[7]
The following is a DFT calculation (ωB97M-V/def2-TZVPD) of C14H24Br2N2O2Si2 as an isolated structure in a non-equilibrium geometry.

The geometry in ORCA input format:
```
! RIJCOSX wB97M-V def2-TZVPD def2/J DEFGRID3
* xyz 0 1
C 2.78 -0.65 0.07
C 1.51 -1.39 0.41
Br 1.79 -2.95 1.53
C 0.31 -1.04 -0.01
Br -1.18 -2.17 0.51
Si 0.11 0.48 -1.12
C -1.65 1.10 -1.32
C -2.71 0.01 -1.64
C -3.69 -0.06 -0.44
O -4.44 -1.26 -0.41
O 1.07 1.72 -0.53
Si 0.72 2.25 1.04
H 2.84 -0.34 -0.97
H 2.87 0.18 0.77
H 3.64 -1.29 0.27
H 0.63 0.10 -2.45
H -2.02 1.69 -0.48
H -1.62 1.79 -2.17
H -2.29 -0.97 -1.86
H -3.32 0.33 -2.50
H -4.33 0.83 -0.43
H -3.07 0.03 0.45
H -5.27 -1.06 -0.86
H -0.54 3.02 0.94
H 0.44 1.13 1.95
H 1.81 3.12 1.49
N 1.87 2.69 -3.51
C 2.57 3.86 -3.46
C 3.07 4.11 -4.71
C 2.65 3.04 -5.55
C 1.91 2.19 -4.78
H 1.40 2.26 -2.73
H 2.66 4.41 -2.54
H 3.68 4.95 -4.99
H 2.87 2.92 -6.60
H 1.41 1.27 -5.03
N -0.66 -3.18 4.14
C -1.12 -2.49 5.22
C -1.22 -3.37 6.27
C -0.80 -4.64 5.80
C -0.46 -4.49 4.48
H -0.48 -2.79 3.22
H -1.33 -1.44 5.15
H -1.56 -3.12 7.26
H -0.76 -5.56 6.36
H -0.09 -5.20 3.76
*
```

The value obtained for the LUMO energy is 0.16 eV. For the electronic energy, the calculation gives -6534.88795 Eh. Its HOMO-LUMO gap is 8.249 eV. As for the highest occupied orbital energy: -8.1 eV. The calculation puts the maximum force at 1.2 eV/A.

Want to see where the charge sits? The Mulliken charges in e are: atom 1 (C): -1.2939, atom 2 (C): 0.4827, atom 3 (Br): -0.1882, atom 4 (C): 0.2661, atom 5 (Br): -0.1375, atom 6 (Si): 0.1013, atom 7 (C): -0.6548, atom 8 (C): -0.3989, atom 9 (C): -0.9479, atom 10 (O): -0.5001, atom 11 (O): -0.1385, atom 12 (Si): 0.4888, atom 13 (H): 0.3062, atom 14 (H): 0.2386, atom 15 (H): 0.4458, atom 16 (H): -0.1391, atom 17 (H): 0.5205, atom 18 (H): 0.3025, atom 19 (H): 0.3195, atom 20 (H): 0.4048, atom 21 (H): 0.4253, atom 22 (H): 0.3369, atom 23 (H): 0.3247, atom 24 (H): -0.1793, atom 25 (H): -0.1308, atom 26 (H): -0.1661, atom 27 (N): 0.0867, atom 28 (C): -0.4108, atom 29 (C): -0.5619, atom 30 (C): -0.5973, atom 31 (C): -0.3442, atom 32 (H): 0.2560, atom 33 (H): 0.3596, atom 34 (H): 0.3893, atom 35 (H): 0.3882, atom 36 (H): 0.3752, atom 37 (N): 0.1706, atom 38 (C): -0.4442, atom 39 (C): -0.5014, atom 40 (C): -0.5026, atom 41 (C): -0.3929, atom 42 (H): 0.1554, atom 43 (H): 0.3673, atom 44 (H): 0.3793, atom 45 (H): 0.3853, atom 46 (H): 0.3538